(1)
{"formula": "C17H10AuN5OS2", "method": "ωB97M-V/def2-TZVPD", "orbital_gap_ev": [4.1, 3.8], "spin_multiplicity": 4, "e_homo_ev": [-8.06, -11.17], "total_charge": 1, "total_energy_ha": -1934.57836, "species": ["Au", "S", "S", "O", "N", "N", "N", "N", "N", "C", "C", "C", "C", "C", "C", "C", "C", "C", "C", "C", "C", "C", "C", "C", "C", "C", "H", "H", "H", "H", "H", "H", "H", "H", "H", "H"], "positions_angstrom": [[-0.61, -0.90, -0.63], [-0.97, -3.33, -0.53], [4.71, 4.51, -0.48], [-2.81, -1.07, -0.48], [1.51, -0.66, -0.58], [-0.42, 1.25, -0.57], [-3.19, -2.07, 0.26], [4.83, 2.88, -0.49], [3.09, 4.61, -0.49], [3.61, 2.37, -0.50], [-4.76, -2.94, 1.80], [-2.44, -3.21, 0.35], [0.89, 1.64, -0.55], [-4.00, -4.10, 1.94], [3.77, -1.37, -0.51], [-4.33, -1.95, 0.95], [3.28, 0.98, -0.51], [1.88, 0.65, -0.55], [2.58, 3.39, -0.50], [1.20, 3.04, -0.51], [-1.39, 2.15, -0.56], [-2.86, -4.24, 1.19], [2.42, -1.62, -0.56], [0.17, 3.96, -0.49], [-1.15, 3.51, -0.51], [4.21, -0.04, -0.49], [5.26, 0.20, -0.45], [-2.24, -5.12, 1.24], [-4.87, -1.03, 0.79], [-1.97, 4.20, -0.48], [2.05, -2.63, -0.58], [-5.66, -2.78, 2.37], [4.47, -2.19, -0.48], [-2.39, 1.75, -0.58], [-4.30, -4.87, 2.63], [0.40, 5.02, -0.45]], "mulliken_charge": [0.848, -0.150, 0.179, -0.745, -0.629, -0.746, 0.551, -0.685, -0.683, 0.701, -0.627, 0.617, 0.242, -0.237, -0.970, -0.162, 0.144, 0.145, 0.713, 0.165, -0.119, -0.594, 0.114, -0.169, -0.934, -0.184, 0.538, 0.404, 0.439, 0.415, 0.231, 0.419, 0.414, 0.397, 0.427, 0.533]}

***

(2)
{"formula": "CH6O2", "method": "ωB97M-V/def2-TZVPD", "orbital_gap_ev": 11.1, "e_homo_ev": -10.57, "total_energy_ha": -192.11001, "relative_energy_kj_mol": 126.50, "smiles": "CO.O", "species": ["O", "O", "C", "H", "H", "H", "H", "H", "H"], "positions_angstrom": [[1.78, -0.72, 1.74], [-0.94, -0.26, -0.06], [-0.43, 0.67, -1.11], [-2.07, -0.08, 0.00], [1.01, -0.67, 1.27], [-0.30, 1.62, -0.52], [1.62, -1.69, 2.05], [-1.14, 0.97, -1.81], [0.47, 0.16, -1.56]], "mulliken_charge": [-0.621, -0.558, -0.544, 0.322, 0.287, 0.236, 0.329, 0.352, 0.197]}